# 1
18
Properties=species:S:1:pos:R:3:forces:R:3 method="wB97M-V/def2-TZVPD" total_energy_ev=-18234.6985 max_force_ev_per_a=3.5 multiplicity=1 e_above_lowest_kj_mol=133.5 lumo_energy_ev=0.65
C -1.238 -1.168 1.485 -0.3 1.5 0.6
C -0.772 0.261 1.023 2.0 0.8 1.1
C -1.546 0.749 -0.242 -2.3 -2.6 0.6
S -0.749 2.146 -1.015 0.0 0.6 -0.5
H -0.815 -1.341 2.490 -0.6 0.1 -0.2
H -2.345 -1.099 1.489 0.5 -0.6 0.4
H -0.892 -2.029 0.899 -0.1 0.6 -0.4
H 0.372 0.182 0.886 -1.7 0.2 -0.4
H -0.770 1.113 1.900 -0.6 -2.2 -2.0
H -1.745 -0.127 -0.918 1.3 0.7 0.1
H -2.684 0.798 0.025 1.9 1.2 0.0
H -0.866 1.941 -2.363 -0.2 -0.3 0.8
H 1.504 1.374 -0.397 2.3 0.4 0.1
H 2.546 2.244 0.300 0.2 1.3 0.9
O 2.510 1.498 -0.262 -2.3 -1.6 -1.2
H 2.486 -2.899 -2.196 -0.1 1.8 1.9
H 2.588 -1.369 -1.714 0.0 -0.6 0.0
O 2.416 -2.273 -1.391 0.1 -1.2 -1.9


# 2
33
Properties=species:S:1:pos:R:3:forces:R:3 method="wB97M-V/def2-TZVPD" total_energy_ev=-246401.5294 max_force_ev_per_a=5.7 multiplicity=5 lumo_energy_ev="-1.23 / -5.38"
Ti 3.594 -3.046 1.849 2.0 1.0 0.1
C -1.458 -1.387 1.601 1.6 0.9 -0.9
C -0.700 -0.882 0.281 -1.7 -0.9 1.1
C -1.854 -0.864 -0.784 1.0 1.2 -0.8
C -1.408 0.046 -1.944 -0.9 -1.9 0.0
C -1.228 1.422 -1.417 -0.6 0.6 -1.5
C -0.121 1.661 -0.430 0.3 -0.8 0.3
N -0.115 0.476 0.564 2.3 1.7 2.8
O 0.679 0.711 1.736 -3.1 -1.7 -4.5
C -0.526 2.924 0.295 0.9 0.4 1.1
C 1.278 1.812 -1.143 0.3 -0.2 0.2
C 0.449 -1.827 -0.143 -0.4 1.1 0.4
H -2.070 -2.265 1.390 0.2 0.0 0.0
H -2.089 -0.560 1.926 -0.1 -0.1 0.1
H -0.695 -1.573 2.357 -0.3 -0.2 0.2
H -2.821 -0.482 -0.457 0.2 0.3 0.8
H -2.129 -1.860 -1.130 0.7 -0.3 0.1
H -2.186 0.020 -2.707 -0.1 0.2 -0.1
H -0.550 -0.423 -2.426 0.4 0.4 0.0
H -2.186 1.807 -1.065 -0.2 -0.4 0.7
H -1.127 2.092 -2.271 0.7 0.2 -0.1
H 0.263 3.217 0.988 0.4 0.5 -0.5
H -1.349 2.886 1.009 -0.5 -0.7 -0.6
H -0.750 3.652 -0.485 0.2 0.4 0.3
H 2.031 2.334 -0.553 -0.2 -0.3 0.6
H 1.333 2.367 -2.080 -1.1 0.3 -0.1
H 1.737 0.873 -1.452 -0.2 -0.4 0.5
H 1.108 -1.800 0.725 0.2 -0.7 0.1
H 1.061 -1.385 -0.929 -0.2 -0.1 -0.2
H 0.045 -2.796 -0.436 0.3 -0.1 0.2
Br 4.211 -0.830 0.101 -0.6 -1.5 1.1
Br 5.787 -4.247 3.377 -1.7 0.7 -1.0
Br 1.782 -2.073 3.652 0.2 0.2 -0.3


# 3
34
Properties=species:S:1:pos:R:3:forces:R:3 method="wB97M-V/def2-TZVPD" total_energy_ev=-89785.8120 max_force_ev_per_a=0.9 multiplicity=1 lumo_energy_ev=0.48
Cu 0.194 -0.038 0.106 -0.1 0.0 0.4
O -0.182 -3.089 -1.257 0.0 0.0 0.1
Cl -0.375 -2.679 0.096 0.1 0.0 0.0
O -0.789 -3.754 0.929 0.0 0.1 0.0
O 0.872 -2.074 0.613 -0.2 -0.1 -0.1
O -1.365 -1.581 0.143 0.1 -0.1 -0.1
C -0.183 -0.260 5.702 0.0 0.0 0.0
C -0.315 -0.336 4.203 0.0 0.0 0.0
O -0.343 1.020 3.682 -0.2 -0.3 -0.1
P 0.031 1.207 2.125 0.6 0.4 -0.6
O 1.558 1.709 2.141 -0.2 0.0 0.2
C 2.014 2.743 3.041 0.0 0.0 0.0
C 3.030 2.167 3.998 0.0 0.0 0.0
O -0.723 2.608 1.836 0.0 -0.1 0.1
C -2.166 2.585 1.850 0.0 0.0 0.0
C -2.681 3.378 3.028 0.0 0.0 0.0
H -0.229 -1.263 6.128 0.0 0.0 0.0
H -0.993 0.332 6.128 0.0 0.0 0.0
H 0.765 0.193 5.991 0.0 0.0 0.0
H -1.240 -0.835 3.909 0.0 0.0 0.0
H 0.519 -0.883 3.757 0.0 0.0 0.0
H 1.164 3.174 3.570 0.0 0.0 0.0
H 2.452 3.521 2.416 0.0 0.0 0.0
H 2.566 1.433 4.656 0.0 0.0 0.0
H 3.459 2.959 4.614 0.0 0.0 0.0
H 3.837 1.680 3.452 0.0 0.0 0.0
H -2.526 1.552 1.890 0.0 0.0 0.0
H -2.496 3.010 0.902 0.0 0.0 0.0
H -2.317 2.949 3.961 0.0 0.0 0.0
H -3.771 3.369 3.040 0.0 0.0 0.0
H -2.345 4.413 2.967 0.0 0.0 0.0
N 1.429 1.909 -1.870 0.0 -0.1 -0.1
C 0.946 1.085 -1.219 -0.1 0.0 0.1
H 1.871 2.568 -2.475 0.0 0.0 0.0


# 4
112
Properties=species:S:1:pos:R:3:forces:R:3 method="wB97M-V/def2-TZVPD" total_energy_ev=-79146.6763 max_force_ev_per_a=3.3 multiplicity=1 lumo_energy_ev=0.20
C 4.444 -5.537 2.055 -1.3 -2.0 -0.3
C 3.145 -5.998 1.302 1.2 -1.7 0.6
C 2.103 -6.828 2.109 1.9 0.8 2.6
O 0.861 -6.200 1.863 0.5 -1.0 0.3
C 1.080 -5.175 1.056 -2.1 1.3 -0.8
O 0.178 -4.536 0.595 0.3 0.2 0.0
O 2.361 -4.933 0.838 0.8 0.8 -0.3
H 4.058 -4.973 2.868 0.3 1.2 0.7
H 5.126 -5.090 1.367 0.2 1.0 -0.3
H 5.057 -6.354 2.505 -0.9 0.1 -0.4
H 3.445 -6.603 0.460 0.1 0.0 -0.6
H 2.391 -6.676 3.224 -0.8 -0.7 -1.6
H 2.093 -7.875 1.824 -0.2 0.0 0.1
C -2.107 3.185 4.880 -0.4 0.1 -1.4
C -1.192 2.563 3.831 0.1 1.4 -0.4
C -1.868 2.618 2.448 -0.8 0.9 -0.4
O -1.383 3.885 1.891 0.1 0.0 -0.4
C -0.266 4.301 2.509 0.2 -1.5 -0.1
O 0.513 5.118 2.094 -0.8 -0.3 0.6
O -0.087 3.528 3.614 0.4 0.0 0.2
H -3.024 2.632 4.858 -0.5 -0.6 0.4
H -2.410 4.171 4.512 0.3 0.1 0.1
H -1.755 3.293 5.875 0.6 -0.2 0.8
H -0.734 1.585 4.029 -0.4 0.7 0.0
H -2.978 2.808 2.418 1.1 -0.8 0.5
H -1.603 1.768 1.805 0.1 0.5 0.1
C -2.932 -1.378 -6.500 -0.5 -1.3 -0.4
C -1.816 -0.505 -7.001 -0.3 -1.7 -0.9
C -1.759 0.851 -6.418 0.1 0.0 2.0
O -0.557 0.774 -5.592 0.0 0.7 -0.6
C 0.126 -0.392 -5.826 -1.3 2.4 0.4
O 1.197 -0.579 -5.349 0.7 -0.7 0.2
O -0.600 -1.154 -6.590 0.4 -1.2 -1.2
H -3.902 -0.878 -6.735 0.6 -0.7 0.2
H -2.802 -1.516 -5.412 -0.3 0.2 -0.4
H -2.853 -2.429 -6.982 -0.4 1.8 0.7
H -1.833 -0.450 -8.090 0.2 -0.2 0.0
H -2.621 0.946 -5.737 0.4 0.6 -0.2
H -1.734 1.624 -7.178 0.3 0.4 0.3
C -4.636 3.704 -0.071 -0.5 -0.9 -1.0
C -3.885 2.659 -0.973 -1.5 -0.2 1.8
C -4.817 1.589 -1.608 0.2 1.0 -0.9
O -5.083 2.227 -2.914 0.9 -0.8 0.7
C -4.046 3.058 -3.194 -1.9 1.0 -1.0
O -3.965 3.620 -4.256 0.7 -0.6 0.8
O -3.321 3.301 -2.104 0.9 -0.1 -0.1
H -4.055 4.613 -0.097 0.1 0.3 0.3
H -4.738 3.308 0.938 0.3 0.0 0.1
H -5.681 3.908 -0.387 0.7 0.0 -0.3
H -3.120 2.241 -0.304 0.1 0.0 -0.8
H -5.796 1.501 -1.147 0.2 -0.2 0.3
H -4.347 0.608 -1.772 -0.2 0.4 0.1
C 4.399 -1.433 0.475 0.4 0.3 1.8
C 5.909 -1.253 0.487 -0.8 -0.9 -0.7
O 6.388 -1.578 1.763 -0.3 0.0 1.0
O 3.787 -0.498 1.356 -1.1 -0.1 -1.2
H 4.081 -2.434 0.773 0.4 -0.3 0.2
H 3.977 -1.296 -0.484 -0.2 0.5 -1.2
H 6.184 -0.229 0.208 0.0 -0.2 -0.2
H 6.262 -2.030 -0.188 0.4 0.4 -0.7
H 7.329 -1.426 1.794 0.4 0.1 0.0
H 4.302 -0.316 2.128 0.6 0.1 0.8
C -4.008 -1.202 1.507 1.4 0.7 1.3
C -3.813 -0.663 2.955 1.5 -2.0 -0.7
O -2.547 -0.037 3.224 -0.8 0.1 -0.1
O -4.059 -0.130 0.626 -1.4 0.6 -0.5
H -4.942 -1.754 1.512 -0.3 -0.1 -0.3
H -3.178 -1.873 1.218 -0.3 0.0 0.3
H -4.009 -1.524 3.603 0.3 0.0 0.4
H -4.580 0.032 3.154 -0.7 1.1 0.2
H -1.776 -0.619 3.110 -0.6 -0.3 -0.2
H -3.197 0.083 0.262 0.7 -0.3 -0.1
C 0.855 -1.996 3.239 -0.9 0.2 1.9
C 0.864 -0.482 3.663 -0.6 -1.1 -1.1
O 0.353 0.288 2.589 0.1 0.3 -0.3
O -0.527 -2.392 3.251 0.1 2.6 0.2
H 1.417 -2.599 3.993 -0.2 0.4 -0.4
H 1.259 -2.176 2.260 0.4 0.3 -0.5
H 1.896 -0.206 3.835 0.2 0.2 0.6
H 0.142 -0.306 4.519 1.2 -0.5 -0.5
H 1.056 0.780 2.111 -0.3 -0.2 0.3
H -0.686 -3.301 3.198 0.1 -2.1 -0.3
C 2.311 2.859 -2.785 -1.1 1.6 -0.3
C 1.139 2.067 -2.348 -0.9 -0.7 -0.7
O 1.221 0.699 -2.799 0.0 0.1 -0.5
O 2.268 3.020 -4.210 -0.1 -0.1 0.6
H 3.195 2.396 -2.385 0.8 0.1 -0.1
H 2.152 3.902 -2.459 0.5 -0.5 0.6
H 0.256 2.582 -2.744 -0.2 -0.3 0.0
H 1.045 2.004 -1.278 0.1 0.1 0.5
H 1.373 0.621 -3.770 0.0 0.4 0.6
H 2.970 2.496 -4.545 0.9 -0.7 -0.9
C 3.359 2.870 2.618 -1.2 0.5 -0.1
C 3.056 2.663 1.126 1.4 1.1 -0.1
O 2.132 1.652 0.925 -0.4 -1.4 -0.2
O 3.693 1.593 3.171 -0.1 0.1 -0.4
H 2.416 3.279 3.083 0.7 -0.6 -0.3
H 4.128 3.619 2.884 -0.1 -0.3 -0.7
H 3.946 2.506 0.479 0.0 -0.2 0.7
H 2.639 3.568 0.722 -0.4 0.6 0.1
H 2.632 0.805 0.854 -0.2 0.4 0.2
H 4.206 1.808 3.933 0.5 -0.2 1.0
C -1.154 -1.746 -2.273 -0.1 0.0 -0.4
C -0.948 -1.033 -0.921 1.0 -0.3 0.3
O -1.827 0.075 -0.825 -0.4 -0.1 1.0
O -1.262 -0.740 -3.253 0.0 1.1 -1.1
H -2.137 -2.317 -2.460 1.6 0.5 1.1
H -0.259 -2.338 -2.527 -0.5 -0.4 0.4
H 0.072 -0.577 -0.811 -0.5 -0.8 -0.6
H -1.030 -1.731 -0.072 -0.4 0.3 -0.2
H -2.161 0.243 -1.704 0.1 0.1 -0.8
H -0.437 -0.202 -3.301 -0.4 -0.4 0.5